(1)
{"formula": "C6H7P", "method": "ωB97M-V with the def2-TZVPD basis set", "species": ["C", "C", "P", "C", "C", "C", "C", "H", "H", "H", "H", "H", "H", "H"], "positions_angstrom": [[-2.54149, -0.31431, -0.12863], [-1.44009, 0.34519, 0.12198], [-0.08954, 0.50901, -1.16456], [0.69145, -1.09059, -0.67917], [1.82176, -0.82036, -0.03565], [2.13820, 0.58060, 0.22763], [1.25971, 1.40079, -0.34005], [-3.13330, -0.62767, 0.65983], [-2.69976, -0.80173, -1.11797], [-1.21783, 0.56835, 1.20209], [0.31909, -1.97980, -1.25138], [2.56439, -1.61387, 0.24078], [2.97320, 1.00361, 0.71895], [1.59268, 2.46413, -0.22287]], "forces_ev_per_angstrom": [[0.60, -0.98, -2.41], [1.62, 0.80, 1.15], [-0.35, -0.25, 0.40], [-0.83, 0.65, -1.81], [2.04, -2.07, 0.97], [-1.08, -0.82, -0.98], [0.26, 1.88, 0.81], [-1.43, -0.41, 1.34], [-0.22, 0.75, 0.67], [-0.07, 0.17, -1.24], [0.63, 0.56, 1.35], [-0.78, 0.70, -0.21], [0.99, -0.29, 0.52], [-1.40, -0.71, -0.56]], "lowdin_charge": [-0.10, -0.38, 0.94, -0.28, -0.21, -0.19, -0.31, 0.02, 0.07, 0.09, 0.08, 0.11, 0.08, 0.08], "homo_energy_ev": -8.91, "mol_weight_g_mol": 110.1, "max_force_ev_per_a": 3.06, "spin_multiplicity": 1, "e_lumo_ev": 0.5, "total_charge": 0, "orbital_gap_ev": 9.4, "de_lowest_kj_mol": 205.8, "energy_ev": -15621.5833}


(2)
{"formula": "C6H8", "method": "ωB97M-V with the def2-TZVPD basis set", "species": ["C", "C", "C", "C", "C", "C", "H", "H", "H", "H", "H", "H", "H", "H"], "positions_angstrom": [[-1.43416, 0.23394, 1.22876], [-0.15834, 0.36329, 1.87646], [0.59293, 1.20206, -0.44315], [-0.40360, 0.40541, 0.18462], [0.05564, -0.82618, -0.51327], [0.05334, -1.25286, -1.79948], [-2.27805, 0.89988, 1.13977], [0.32233, 1.28274, 2.22648], [0.27535, -0.59871, 2.14479], [0.57001, 1.32417, -1.52867], [1.61626, 1.26055, -0.06474], [0.36715, -1.55968, 0.23482], [0.16441, -2.26214, -2.15974], [0.25673, -0.47248, -2.52665]], "forces_ev_per_angstrom": [[0.07, 0.73, -1.03], [-0.53, -0.61, -2.42], [0.90, -1.60, -0.87], [-0.41, 2.02, 4.60], [0.70, -2.65, -1.98], [0.90, 1.85, 0.47], [-0.34, -0.26, 0.26], [-0.08, -0.01, -0.14], [0.43, 0.26, 0.59], [-0.26, 0.23, 0.17], [-0.24, 0.33, 0.23], [-0.35, 0.19, 0.13], [0.07, -0.21, 0.49], [-0.87, -0.26, -0.49]], "lowdin_charge": [-0.12, -0.12, 0.17, -0.46, -0.15, 0.03, 0.06, 0.10, 0.08, 0.08, 0.10, 0.12, 0.06, 0.05], "homo_energy_ev": -6.75, "mol_weight_g_mol": 80.1, "max_force_ev_per_a": 5.04, "spin_multiplicity": 1, "e_lumo_ev": -1.3, "total_charge": 0, "orbital_gap_ev": 5.5, "de_lowest_kj_mol": 751.1, "energy_ev": -6342.9996}


(3)
{"formula": "C6H8", "method": "ωB97M-V with the def2-TZVPD basis set", "species": ["C", "C", "C", "C", "C", "C", "H", "H", "H", "H", "H", "H", "H", "H"], "positions_angstrom": [[1.33225, -0.25070, 0.76964], [0.28202, -1.07844, 0.87153], [-0.75891, -0.80274, -0.13826], [-1.52000, 0.46714, 0.03749], [-0.29087, 0.45826, -0.83290], [1.05795, 0.86489, -0.20811], [2.09479, -1.01622, 0.64404], [0.31954, -1.96102, 1.50526], [-1.13372, -1.66385, -0.68514], [-1.43834, 0.91086, 1.02600], [-2.49275, 0.52076, -0.43810], [-0.42382, 0.60001, -1.90245], [0.97819, 1.86118, 0.25764], [1.87740, 0.94327, -0.92879]], "forces_ev_per_angstrom": [[-0.27, -1.17, -0.67], [-0.30, -0.03, -0.07], [-0.27, -0.11, 0.01], [-0.30, 0.22, 0.09], [-0.05, 0.09, -0.14], [0.01, -0.04, -0.11], [1.81, 1.12, 1.24], [-0.06, -0.15, -0.43], [-0.26, 0.24, 0.13], [-0.15, 0.08, -0.18], [0.07, 0.26, 0.02], [-0.09, -0.09, 0.18], [0.11, -0.38, 0.07], [-0.24, -0.03, -0.16]], "lowdin_charge": [-0.12, -0.08, -0.25, -0.08, -0.22, -0.15, 0.11, 0.10, 0.14, 0.11, 0.10, 0.13, 0.11, 0.10], "homo_energy_ev": -8.41, "mol_weight_g_mol": 80.1, "max_force_ev_per_a": 2.46, "spin_multiplicity": 1, "e_lumo_ev": 1.1, "total_charge": 0, "orbital_gap_ev": 9.5, "de_lowest_kj_mol": 188.9, "energy_ev": -6348.8260}


(4)
{"formula": "C6H8", "method": "ωB97M-V with the def2-TZVPD basis set", "species": ["C", "C", "C", "C", "C", "C", "H", "H", "H", "H", "H", "H", "H", "H"], "positions_angstrom": [[0.45173, 1.01191, 0.71460], [1.10500, -0.14264, 0.01444], [1.00563, -1.42686, 0.41554], [-1.05555, -1.11003, -0.51223], [-1.41404, 0.29743, -0.62687], [-0.80445, 1.34954, -0.06898], [0.18526, 0.70357, 1.73824], [1.12995, 1.86802, 0.79787], [1.64957, 0.09114, -0.90251], [0.57779, -1.70044, 1.37389], [1.52887, -2.21199, -0.12819], [-0.81850, -1.52096, -1.50969], [-2.34904, 0.42868, -1.18840], [-1.19223, 2.36263, -0.11772]], "forces_ev_per_angstrom": [[0.07, 0.00, 0.05], [-0.17, -0.01, -0.07], [-0.24, 0.01, 0.01], [0.38, 0.20, -0.23], [0.19, 0.01, 0.10], [-0.16, -0.06, -0.01], [0.04, 0.09, -0.17], [-0.06, -0.13, -0.10], [-0.18, -0.10, 0.13], [0.03, 0.10, -0.15], [-0.31, 0.11, 0.01], [0.21, 0.09, 0.21], [0.16, -0.10, 0.16], [0.02, -0.21, 0.07]], "lowdin_charge": [-0.20, -0.18, -0.03, 0.08, -0.26, -0.15, 0.12, 0.11, 0.13, 0.08, 0.08, 0.03, 0.11, 0.09], "homo_energy_ev": -7.39, "mol_weight_g_mol": 80.1, "max_force_ev_per_a": 0.49, "spin_multiplicity": 1, "e_lumo_ev": 0.5, "total_charge": 0, "orbital_gap_ev": 7.9, "de_lowest_kj_mol": 390.3, "energy_ev": -6346.7387}


(5)
{"formula": "C6H8", "method": "ωB97M-V with the def2-TZVPD basis set", "species": ["C", "C", "C", "C", "C", "C", "H", "H", "H", "H", "H", "H", "H", "H"], "positions_angstrom": [[-0.88970, -1.46636, 1.11938], [0.80548, -0.32255, 0.11535], [-1.81847, -0.61242, 0.34359], [-1.32668, 0.64519, -0.43765], [0.16108, 0.71199, -0.36868], [2.20026, -0.68766, -0.08413], [-1.84972, -1.50911, -0.38664], [-2.88924, -0.57758, 0.73115], [-1.65374, 0.42633, -1.45100], [-1.74539, 1.67350, -0.20855], [0.60699, 1.59235, -0.83757], [2.45740, -1.80324, 0.07820], [2.88404, 0.08605, 0.25150], [2.27700, -0.54752, -1.11580]], "forces_ev_per_angstrom": [[1.55, 2.64, -2.57], [-2.89, -1.36, 1.77], [-0.23, -0.51, 0.90], [-0.71, 0.67, 0.50], [-0.64, -0.23, -0.15], [0.62, -1.77, 0.48], [0.10, 0.38, 0.44], [1.29, 0.07, -0.36], [0.14, 0.40, -0.48], [-0.14, -1.42, 0.28], [0.23, -0.33, -0.08], [-0.19, 2.11, 0.36], [0.37, -0.43, 0.96], [0.50, -0.22, -2.06]], "lowdin_charge": [0.22, -0.16, -0.36, -0.23, -0.18, -0.12, 0.14, 0.12, 0.10, 0.12, 0.11, 0.11, 0.08, 0.04], "homo_energy_ev": -8.31, "mol_weight_g_mol": 80.1, "max_force_ev_per_a": 4.00, "spin_multiplicity": 1, "e_lumo_ev": 0.3, "total_charge": 0, "orbital_gap_ev": 8.6, "de_lowest_kj_mol": 605.3, "energy_ev": -6344.5101}


(6)
{"formula": "C6H8", "method": "ωB97M-V with the def2-TZVPD basis set", "species": ["C", "C", "C", "C", "C", "C", "H", "H", "H", "H", "H", "H", "H", "H"], "positions_angstrom": [[3.02882, -0.29566, -0.03402], [1.67805, 0.01128, -0.10309], [0.37042, 0.36817, -0.05732], [-0.75155, 1.41929, 0.42092], [-0.98180, 0.20244, -0.44530], [-1.70569, -1.03155, 0.02808], [3.61960, 0.01087, -0.90313], [3.48245, -0.87874, 0.73597], [-0.86360, 2.46474, 0.02620], [-0.95823, 1.43040, 1.48609], [-1.19983, 0.26720, -1.48138], [-2.75194, -0.89220, 0.13775], [-1.21759, -1.30719, 0.92227], [-1.74913, -1.76905, -0.73305]], "forces_ev_per_angstrom": [[-4.12, 1.35, -1.50], [-0.15, 0.27, 0.95], [4.24, 1.20, 0.55], [1.42, 0.12, -0.82], [-1.58, -1.32, -0.04], [-0.16, 0.94, -0.13], [-0.01, -0.05, 0.48], [-0.03, -0.29, 0.41], [0.54, -1.32, -0.08], [-0.13, -0.61, -0.08], [-0.01, 1.11, -0.99], [-1.06, 0.71, 0.79], [0.07, -1.05, 1.06], [0.96, -1.06, -0.61]], "lowdin_charge": [-0.01, 0.00, -0.17, -0.01, -0.36, -0.05, 0.04, 0.03, 0.11, 0.09, 0.13, 0.07, 0.07, 0.07], "homo_energy_ev": -8.90, "mol_weight_g_mol": 80.1, "max_force_ev_per_a": 4.58, "spin_multiplicity": 1, "e_lumo_ev": 1.1, "total_charge": 0, "orbital_gap_ev": 10.0, "de_lowest_kj_mol": 299.3, "energy_ev": -6347.6822}


(7)
{"formula": "C6H8", "method": "ωB97M-V with the def2-TZVPD basis set", "species": ["C", "C", "C", "C", "C", "C", "H", "H", "H", "H", "H", "H", "H", "H"], "positions_angstrom": [[-1.32250, 0.90860, 0.47306], [-0.34192, 0.21287, -0.48135], [1.12431, 0.65064, -0.27727], [1.93121, -0.47970, 0.29592], [1.00021, -1.60077, 0.24760], [-0.23373, -1.24869, -0.18154], [-2.31684, 0.45026, 0.43579], [-1.42765, 1.96726, 0.21530], [-0.69162, 0.36121, -1.51334], [1.23255, 1.55994, 0.32817], [1.61800, 0.89121, -1.23256], [-0.95608, 0.84252, 1.50395], [1.26905, -2.61127, 0.54701], [-1.08560, -1.92232, -0.28303]], "forces_ev_per_angstrom": [[-0.06, 0.06, 0.06], [0.10, -0.12, 0.01], [0.04, 0.03, 0.06], [-0.44, -0.02, -0.17], [0.06, 0.00, 0.00], [0.07, 0.07, 0.01], [0.14, 0.08, -0.02], [0.03, -0.15, 0.03], [0.05, -0.04, 0.13], [0.01, -0.13, -0.08], [-0.03, -0.02, 0.10], [-0.05, 0.00, -0.15], [-0.04, 0.17, -0.05], [0.13, 0.08, 0.04]], "lowdin_charge": [-0.07, -0.38, -0.24, 0.04, -0.14, -0.03, 0.08, 0.08, 0.14, 0.11, 0.12, 0.09, 0.08, 0.12], "homo_energy_ev": -8.08, "mol_weight_g_mol": 80.1, "max_force_ev_per_a": 0.48, "spin_multiplicity": 1, "e_lumo_ev": -0.3, "total_charge": 0, "orbital_gap_ev": 7.8, "de_lowest_kj_mol": 261.9, "energy_ev": -6348.0696}


(8)
{"formula": "C6H8", "method": "ωB97M-V with the def2-TZVPD basis set", "species": ["C", "C", "C", "C", "C", "C", "H", "H", "H", "H", "H", "H", "H", "H"], "positions_angstrom": [[-1.54458, 0.99517, 2.31502], [-0.88671, 0.66384, 1.36015], [-0.06477, 0.23108, 0.23047], [-0.66383, -0.70242, -0.79207], [0.72600, -1.14924, -1.27340], [0.85796, 1.21217, -0.31856], [-2.12424, 1.28966, 3.16214], [0.88204, -0.59444, 0.32289], [-1.24761, -1.52143, -0.34961], [-1.27656, -0.19524, -1.54706], [1.02084, -2.16160, -1.00129], [1.07648, -0.85483, -2.25870], [0.61483, 2.27481, -0.27806], [1.88223, 0.95672, -0.53985]], "forces_ev_per_angstrom": [[0.25, -0.12, -0.42], [0.00, -0.08, 0.41], [1.20, -1.39, 0.86], [0.32, -0.02, -0.81], [-1.13, -1.56, -1.55], [0.12, 1.89, -0.18], [0.09, -0.04, -0.17], [-1.28, 1.04, 1.55], [0.24, 0.23, 0.00], [0.14, -0.11, 0.06], [0.05, 0.16, 0.13], [0.10, 0.20, 0.22], [0.04, -0.20, -0.04], [-0.14, 0.02, -0.07]], "lowdin_charge": [0.12, -0.09, -0.48, -0.22, -0.04, 0.04, 0.02, 0.17, 0.11, 0.11, 0.06, 0.06, 0.06, 0.06], "homo_energy_ev": [-8.13, -8.32], "mol_weight_g_mol": 80.1, "max_force_ev_per_a": 2.48, "spin_multiplicity": 1, "e_lumo_ev": [-0.1, 0.2], "total_charge": 0, "orbital_gap_ev": [8.1, 8.5], "de_lowest_kj_mol": 626.3, "energy_ev": -6344.2926}


(9)
{"formula": "C6H8", "method": "ωB97M-V with the def2-TZVPD basis set", "species": ["C", "C", "C", "H", "H", "H", "H", "C", "C", "C", "H", "H", "H", "H"], "positions_angstrom": [[1.56488, 1.14725, -0.69517], [1.48293, 0.08883, 0.04468], [1.52993, -0.95781, 0.80416], [2.13502, 1.16961, -1.61129], [1.03902, 2.05456, -0.44483], [0.82856, -1.77304, 0.73168], [2.27835, -1.05554, 1.57531], [-1.37367, 1.39730, 0.70873], [-1.44214, 0.33387, 0.16456], [-1.65917, -0.93781, -0.48828], [-1.22925, 2.32648, 1.17408], [-1.10806, -0.97422, -1.42793], [-2.72313, -1.07014, -0.69023], [-1.32326, -1.74933, 0.15455]], "forces_ev_per_angstrom": [[-0.05, 0.38, -0.30], [0.57, -0.05, -0.04], [-0.02, -0.38, 0.27], [0.17, -0.16, -0.06], [-0.15, 0.04, 0.09], [-0.16, -0.05, -0.12], [0.17, 0.10, 0.07], [-0.02, -0.37, -0.17], [-0.54, 0.42, 0.24], [0.01, -0.16, -0.12], [0.01, 0.50, 0.28], [-0.01, -0.11, -0.02], [0.06, -0.06, -0.05], [-0.03, -0.11, -0.06]], "lowdin_charge": [0.00, -0.21, 0.00, 0.06, 0.05, 0.04, 0.06, 0.09, -0.23, -0.11, 0.02, 0.08, 0.08, 0.07], "homo_energy_ev": -9.40, "mol_weight_g_mol": 80.1, "max_force_ev_per_a": 0.73, "spin_multiplicity": 1, "e_lumo_ev": 1.1, "total_charge": 0, "orbital_gap_ev": 10.5, "de_lowest_kj_mol": 299.5, "energy_ev": -6347.6796}


(10)
{"formula": "C6H8", "method": "ωB97M-V with the def2-TZVPD basis set", "species": ["C", "C", "C", "C", "C", "C", "H", "H", "H", "H", "H", "H", "H", "H"], "positions_angstrom": [[-1.40422, 1.16764, -0.02807], [-0.69076, -0.06788, 0.44905], [-0.39473, -1.24487, -0.47613], [0.71411, -0.38194, 0.04042], [1.55271, 0.49969, -0.89764], [2.42561, 0.22587, -0.01236], [-1.09095, 1.41598, -1.04504], [-1.18656, 2.02799, 0.61860], [-2.48658, 1.00218, -0.02256], [-0.91850, -0.35482, 1.47551], [-0.68328, -1.16827, -1.52692], [-0.46413, -2.24728, -0.06763], [1.30182, -0.71346, 0.97326], [3.36385, -0.28845, 0.07477]], "forces_ev_per_angstrom": [[-0.05, -0.01, -0.15], [-0.15, 0.00, 0.09], [0.02, -0.18, 0.11], [0.19, -0.65, 1.37], [0.05, 0.43, 0.54], [1.01, 1.16, -2.12], [-0.06, 0.02, 0.11], [-0.01, -0.21, -0.13], [0.11, 0.07, -0.03], [0.01, 0.07, -0.19], [0.26, 0.15, 0.34], [-0.15, 0.10, -0.02], [-1.13, -0.58, -0.66], [-0.09, -0.36, 0.74]], "lowdin_charge": [-0.07, -0.30, -0.06, -0.42, -0.01, 0.06, 0.07, 0.08, 0.08, 0.13, 0.11, 0.10, 0.15, 0.08], "homo_energy_ev": -9.36, "mol_weight_g_mol": 80.1, "max_force_ev_per_a": 2.62, "spin_multiplicity": 1, "e_lumo_ev": 1.1, "total_charge": 0, "orbital_gap_ev": 10.4, "de_lowest_kj_mol": 486.2, "energy_ev": -6345.7451}


Please write out number 10 again, unchanged.
{"formula": "C6H8", "method": "ωB97M-V with the def2-TZVPD basis set", "species": ["C", "C", "C", "C", "C", "C", "H", "H", "H", "H", "H", "H", "H", "H"], "positions_angstrom": [[-1.40422, 1.16764, -0.02807], [-0.69076, -0.06788, 0.44905], [-0.39473, -1.24487, -0.47613], [0.71411, -0.38194, 0.04042], [1.55271, 0.49969, -0.89764], [2.42561, 0.22587, -0.01236], [-1.09095, 1.41598, -1.04504], [-1.18656, 2.02799, 0.61860], [-2.48658, 1.00218, -0.02256], [-0.91850, -0.35482, 1.47551], [-0.68328, -1.16827, -1.52692], [-0.46413, -2.24728, -0.06763], [1.30182, -0.71346, 0.97326], [3.36385, -0.28845, 0.07477]], "forces_ev_per_angstrom": [[-0.05, -0.01, -0.15], [-0.15, 0.00, 0.09], [0.02, -0.18, 0.11], [0.19, -0.65, 1.37], [0.05, 0.43, 0.54], [1.01, 1.16, -2.12], [-0.06, 0.02, 0.11], [-0.01, -0.21, -0.13], [0.11, 0.07, -0.03], [0.01, 0.07, -0.19], [0.26, 0.15, 0.34], [-0.15, 0.10, -0.02], [-1.13, -0.58, -0.66], [-0.09, -0.36, 0.74]], "lowdin_charge": [-0.07, -0.30, -0.06, -0.42, -0.01, 0.06, 0.07, 0.08, 0.08, 0.13, 0.11, 0.10, 0.15, 0.08], "homo_energy_ev": -9.36, "mol_weight_g_mol": 80.1, "max_force_ev_per_a": 2.62, "spin_multiplicity": 1, "e_lumo_ev": 1.1, "total_charge": 0, "orbital_gap_ev": 10.4, "de_lowest_kj_mol": 486.2, "energy_ev": -6345.7451}